This record from OMol25 describes C34H36CaF5N3O5PS as an isolated structure at a distorted geometry. The level of theory is ωB97M-V/def2-TZVPD.

Cartesian coordinates (Å):
Ca 0.296 0.919 0.374
N -3.960 -0.110 0.688
C -4.304 -1.471 0.694
C -5.625 -1.841 0.883
C -5.982 -3.184 0.903
C -5.018 -4.158 0.748
C -3.693 -3.792 0.543
C -3.339 -2.457 0.510
S -1.634 -1.988 0.253
N -1.634 -0.324 0.442
C -2.686 0.378 0.659
C -2.515 1.825 0.885
C -3.441 2.579 1.609
C -3.203 3.929 1.805
C -2.063 4.495 1.254
C -1.193 3.670 0.557
N -1.407 2.376 0.383
H -4.719 0.533 0.853
H -6.376 -1.074 1.004
H -7.020 -3.450 1.026
H -5.285 -5.202 0.777
H -2.931 -4.542 0.406
H -4.310 2.128 2.067
H -3.894 4.527 2.379
H -1.849 5.545 1.370
H -0.297 4.065 0.094
F 3.390 -2.235 5.290
C 2.611 -1.415 4.571
C 2.273 -1.731 3.263
F 2.742 -2.846 2.682
C 1.464 -0.875 2.541
F 1.167 -1.180 1.221
C 0.932 0.331 3.041
O 0.177 1.086 2.354
C 1.338 0.626 4.370
F 0.932 1.800 4.891
C 2.144 -0.215 5.112
F 2.500 0.121 6.354
C 5.068 0.181 2.265
C 4.733 -0.339 0.875
O 4.399 0.733 0.000
P 2.872 0.956 -0.530
O 3.212 2.019 -1.689
C 3.941 1.628 -2.852
C 5.401 2.032 -2.739
O 2.192 2.020 0.518
C 2.608 3.391 0.681
C 3.972 3.552 1.337
H 5.270 -0.656 2.932
H 4.233 0.759 2.663
H 5.953 0.813 2.224
H 3.903 -1.054 0.925
H 5.604 -0.841 0.441
H 3.463 2.136 -3.695
H 3.867 0.545 -3.003
H 5.484 3.107 -2.598
H 5.929 1.754 -3.647
H 5.858 1.535 -1.886
H 1.843 3.846 1.321
H 2.607 3.882 -0.297
H 3.968 3.143 2.345
H 4.207 4.612 1.400
H 4.742 3.056 0.751
C -4.016 -3.868 -3.165
C -2.948 -2.836 -3.049
C -3.235 -1.490 -2.859
C -2.238 -0.537 -2.739
C -2.636 0.906 -2.706
C -0.881 -0.945 -2.766
C 0.216 -0.066 -2.442
O 0.190 0.948 -1.753
C -0.580 -2.311 -3.013
C 0.821 -2.839 -3.043
C -1.614 -3.215 -3.159
H -4.975 -3.498 -2.813
H -3.744 -4.757 -2.601
H -4.127 -4.169 -4.207
H -4.270 -1.180 -2.803
H -3.667 1.013 -2.373
H -2.581 1.301 -3.723
H -1.983 1.505 -2.079
H 1.201 -0.394 -2.821
H 1.273 -2.791 -2.052
H 1.451 -2.292 -3.743
H 0.803 -3.882 -3.349
H -1.382 -4.254 -3.344

Results
2S+1: 1
Lowest unoccupied orbital energy in hartree: -0.11413
Gap between HOMO and LUMO in eV: 6.9
Total charge: +1
Energy relative to the best compared isomer or geometry (same formula, charge and spin) in kcal per mole: 42.4
Calculated total energy in eV: -102698.455


This record from OMol25 describes C34H36ClIN5OSbSe4Ti as an isolated structure at a distorted geometry. The level of theory is ωB97M-V/def2-TZVPD.

Cartesian coordinates (Å):
Ti 0.806 0.047 -0.490
C -0.750 -2.438 2.034
C -2.266 -2.260 2.109
C -3.019 -1.787 0.891
C -4.184 -2.441 0.498
C -4.933 -1.917 -0.542
C -4.501 -0.754 -1.155
C -3.313 -0.189 -0.719
N -2.576 -0.694 0.270
N 0.093 -1.228 2.060
C -0.261 -0.414 3.240
C -1.331 0.629 3.067
C -2.256 0.815 4.093
C -3.207 1.810 3.966
C -3.204 2.580 2.813
C -2.238 2.322 1.855
N -1.309 1.375 1.971
C 1.476 -1.684 2.271
C 2.459 -0.552 2.132
C 3.659 -0.593 2.825
C 4.523 0.487 2.746
C 4.138 1.591 2.006
C 2.937 1.543 1.324
N 2.114 0.485 1.362
H -0.470 -3.017 1.150
H -0.476 -3.062 2.901
H -2.517 -1.582 2.930
H -2.668 -3.230 2.410
H -4.503 -3.338 1.014
H -5.846 -2.404 -0.860
H -5.060 -0.298 -1.961
H -2.916 0.705 -1.185
H 0.634 0.093 3.604
H -0.565 -1.095 4.049
H -2.230 0.178 4.969
H -3.941 1.975 4.744
H -3.930 3.367 2.657
H -2.210 2.909 0.944
H 1.709 -2.489 1.576
H 1.585 -2.107 3.282
H 3.898 -1.460 3.426
H 5.470 0.474 3.270
H 4.755 2.475 1.925
H 2.627 2.376 0.710
Se 1.918 4.952 -3.660
Sb 3.466 3.380 -2.732
Se 5.327 2.390 -3.822
Se 4.132 4.524 -0.592
Se 2.118 1.400 -1.823
C -1.476 3.183 -2.729
C -0.802 2.916 -1.424
C -0.074 4.040 -0.767
O -0.784 1.784 -0.962
H -1.796 4.218 -2.830
H -2.302 2.492 -2.890
H -0.706 3.013 -3.492
H -0.760 4.868 -0.569
H 0.665 4.415 -1.485
H 0.410 3.708 0.148
Cl 2.432 -3.731 -6.499
C 2.447 -3.150 -4.854
C 1.784 -3.863 -3.873
C 1.776 -3.376 -2.573
C 2.397 -2.176 -2.222
C 2.277 -1.630 -0.837
C 3.116 -1.521 -3.232
C 3.137 -1.991 -4.535
H 1.282 -4.789 -4.124
H 1.266 -3.951 -1.807
H 3.222 -1.174 -0.531
H 2.104 -2.483 -0.170
H 3.666 -0.617 -3.006
H 3.686 -1.455 -5.297
I -0.757 -0.593 -6.272
C -0.891 -1.269 -4.316
C -1.537 -2.452 -3.999
C -1.524 -2.868 -2.678
C -0.872 -2.090 -1.745
N -0.278 -0.928 -2.036
C -0.288 -0.528 -3.313
H -2.014 -3.046 -4.767
H -1.986 -3.797 -2.374
H -0.813 -2.413 -0.716
H 0.231 0.397 -3.525

Results
2S+1: 3
<S²>: 2.01
Lowest unoccupied orbital energy (spin up / spin down) in hartree: -0.01024 / -0.06326
Gap between HOMO and LUMO (spin up / spin down) in eV: 6.9 / 5.4
Total charge: 0
Energy relative to the best compared isomer or geometry (same formula, charge and spin) in kcal per mole: 35.0
Calculated total energy in eV: -357002.374


This record from OMol25 describes C34H36IrN6O2S2 as an isolated structure at a distorted geometry. The level of theory is ωB97M-V/def2-TZVPD.

Cartesian coordinates (Å):
Ir 0.062 -0.941 -1.073
O 2.785 1.950 -0.391
C 2.168 0.926 -0.481
N 1.313 0.546 -1.510
C 0.978 1.309 -2.636
O 1.499 2.325 -2.996
C -0.154 0.655 -3.418
C -0.459 1.090 -4.687
C -1.443 0.420 -5.407
C -2.090 -0.656 -4.824
C -1.743 -1.038 -3.539
N -0.801 -0.391 -2.853
C 2.225 -0.135 0.605
C 3.128 -0.029 1.638
C 3.184 -1.049 2.580
C 2.344 -2.141 2.444
C 1.457 -2.186 1.381
N 1.391 -1.194 0.490
H 0.087 1.933 -5.088
H -1.693 0.734 -6.411
H -2.863 -1.201 -5.347
H -2.235 -1.855 -3.027
H 3.777 0.836 1.670
H 3.887 -0.998 3.402
H 2.372 -2.964 3.145
H 0.783 -3.018 1.230
S 0.021 -5.248 -2.401
C 1.203 -4.409 -3.366
C 1.981 -4.908 -4.404
C 2.855 -4.039 -5.025
C 2.964 -2.705 -4.615
C 2.197 -2.210 -3.580
C 1.301 -3.077 -2.961
N 0.440 -2.789 -1.901
C -0.283 -3.817 -1.521
C -1.276 -3.558 -0.499
C -2.025 -4.567 0.099
C -2.944 -4.241 1.081
C -3.105 -2.908 1.424
C -2.355 -1.903 0.814
C -1.407 -2.191 -0.159
H 1.907 -5.941 -4.716
H 3.474 -4.398 -5.836
H 3.671 -2.054 -5.112
H 2.306 -1.185 -3.248
H -1.886 -5.599 -0.201
H -3.535 -5.009 1.560
H -3.837 -2.630 2.173
H -2.588 -0.880 1.079
C -3.136 2.209 4.551
C -2.891 0.737 4.238
C -1.462 0.284 4.531
C -0.410 0.961 3.660
N -0.622 0.612 2.251
C -0.685 1.442 1.216
S -1.310 0.888 -0.328
N -0.309 2.699 1.325
C -0.286 3.715 0.253
C -0.173 5.100 0.874
C 1.109 5.336 1.675
C 2.383 5.167 0.855
H -4.196 2.452 4.485
H -2.616 2.873 3.856
H -2.804 2.457 5.561
H -3.137 0.542 3.188
H -3.571 0.117 4.825
H -1.371 -0.802 4.418
H -1.211 0.505 5.571
H 0.596 0.660 3.960
H -0.479 2.042 3.775
H -0.980 -0.317 2.075
H 0.070 3.004 2.212
H -1.201 3.630 -0.328
H 0.562 3.501 -0.401
H -1.053 5.285 1.495
H -0.216 5.818 0.053
H 1.148 4.681 2.557
H 1.062 6.345 2.087
H 2.538 4.137 0.530
H 3.259 5.461 1.433
H 2.353 5.796 -0.037

Results
2S+1: 2
<S²>: 0.76
Lowest unoccupied orbital energy (spin up / spin down) in hartree: -0.22165 / -0.30096
Gap between HOMO and LUMO (spin up / spin down) in eV: 7.9 / 5.7
Total charge: +2
Energy relative to the best compared isomer or geometry (same formula, charge and spin) in kcal per mole: 7.9
Calculated total energy in eV: -73377.251